Record 1
{
  "formula": "C6H15N3O2",
  "method": "ωB97M-V with the def2-TZVPD basis set",
  "relative_energy_kj_mol": 126.3,
  "homo_ha": -0.3334,
  "orbital_gap_ha": 0.350,
  "total_charge": 0,
  "species": ["C", "C", "C", "C", "C", "C", "N", "N", "N", "O", "O", "H", "H", "H", "H", "H", "H", "H", "H", "H", "H", "H", "H", "H", "H", "H"],
  "coordinates": [[2.58694, 1.31893, -0.79042], [-2.40992, -0.77371, -1.09568], [0.45353, -2.89884, 0.20123], [-1.71255, -0.13842, 0.06507], [-0.01037, -1.66434, 1.07202], [1.28871, 2.05902, -0.00884], [0.92685, 3.22111, -0.54505], [0.87389, 1.82008, 1.24752], [-0.29479, -0.39381, 0.41234], [3.54030, 1.57068, -0.08343], [2.29630, 0.74457, -1.82134], [-2.40959, -1.90235, -0.89537], [-3.42943, -0.40642, -1.10205], [-1.96887, -0.59992, -2.09583], [0.49111, -3.79996, 0.94409], [-0.34499, -3.10122, -0.59406], [1.32191, -2.63589, -0.24455], [-2.24116, -0.32307, 0.94222], [-1.76523, 0.94464, -0.06209], [0.82015, -1.46024, 1.79389], [-0.80404, -1.95816, 1.75108], [0.44306, 3.89647, 0.02237], [1.27624, 3.56576, -1.45770], [0.59020, 0.78310, 1.24163], [0.19427, 2.51240, 1.61431], [0.28746, -0.38041, -0.51141]],
  "forces_ev_per_angstrom": [[-1.32, -0.16, 0.96], [0.51, -2.38, -0.24], [-4.89, -0.81, 2.35], [1.60, 1.72, -0.55], [1.47, -0.95, 0.68], [0.62, 1.47, 0.41], [0.45, 0.38, -1.06], [-0.14, -0.34, -1.04], [0.65, -1.39, -3.01], [0.50, 0.05, -0.16], [0.04, -0.16, -0.40], [-0.29, 1.39, -0.61], [-0.26, -0.11, -0.09], [-0.01, 0.03, 0.63], [0.32, 1.50, -1.67], [1.15, 0.06, 1.04], [2.96, 0.26, -1.38], [-1.11, -0.48, 1.59], [-0.04, 0.23, -0.07], [-0.28, -0.20, -0.54], [-0.59, 0.09, -0.23], [-0.19, 0.18, -0.03], [-0.22, -0.72, 1.10], [-0.28, 1.12, 0.55], [0.51, -0.91, -0.16], [-1.16, 0.12, 1.94]]
}

=====

Record 2
{
  "formula": "C6H15N3S",
  "method": "ωB97M-V with the def2-TZVPD basis set",
  "relative_energy_kj_mol": 50.1,
  "homo_ha": -0.2356,
  "orbital_gap_ha": 0.256,
  "total_charge": 0,
  "species": ["C", "C", "C", "C", "C", "C", "N", "N", "N", "S", "H", "H", "H", "H", "H", "H", "H", "H", "H", "H", "H", "H", "H", "H", "H"],
  "coordinates": [[0.13320, 0.13233, -1.14592], [1.21307, 2.86038, 0.64222], [-1.24426, -2.37026, -0.07567], [0.16012, -1.94317, 1.93063], [-0.17178, 2.59963, 0.03289], [0.09690, -1.74057, 0.43617], [-0.20598, -0.65201, -2.24412], [0.08373, -0.32259, 0.13259], [-0.12199, 1.38108, -1.38921], [-0.07004, 2.14941, -2.84254], [0.86052, 3.65683, 1.45862], [1.70285, 2.05573, 1.18402], [1.85594, 3.28613, -0.18774], [-2.05900, -2.05182, 0.55018], [-1.34132, -2.06680, -1.02197], [-1.25275, -3.40470, 0.04788], [0.98986, -1.54722, 2.40135], [0.10325, -2.98921, 2.05679], [-0.69237, -1.42738, 2.41127], [-0.54155, 3.55663, -0.37150], [-0.79970, 2.03886, 0.67786], [1.07546, -2.00121, -0.12233], [0.27777, -1.54088, -2.33347], [-0.23820, -0.12450, -3.07446], [0.18627, 0.46532, 0.84650]],
  "forces_ev_per_angstrom": [[-3.17, 0.53, -0.84], [-1.43, 2.01, 0.07], [1.97, 0.43, 3.28], [-1.59, 0.54, -0.93], [1.79, -2.31, -2.21], [0.47, 0.52, -0.63], [1.52, -2.15, 1.94], [0.42, 2.16, 1.19], [1.21, 3.77, 4.23], [-0.11, 0.89, -1.96], [1.43, -1.24, -1.65], [-0.07, -0.19, -0.22], [-0.50, -0.27, 1.36], [-0.29, 0.70, 0.20], [-1.04, 0.70, -3.52], [0.32, -1.96, -0.18], [2.12, 0.64, 0.76], [-0.10, -1.16, 0.75], [0.05, -0.50, -0.33], [-0.26, -1.10, -0.30], [-1.05, 0.11, 0.60], [-1.62, -1.06, 1.01], [-0.11, 0.24, -0.05], [0.11, 1.00, -1.26], [-0.09, -2.27, -1.30]]
}

=====

Record 3
{
  "formula": "C6H15NO",
  "method": "ωB97M-V with the def2-TZVPD basis set",
  "relative_energy_kj_mol": 280.6,
  "homo_ha": -0.3221,
  "orbital_gap_ha": 0.360,
  "smiles": "C=CCCNCC.O",
  "total_charge": 0,
  "species": ["C", "C", "C", "C", "N", "C", "C", "H", "H", "H", "H", "H", "H", "H", "H", "H", "H", "H", "H", "H", "O", "H", "H"],
  "coordinates": [[-1.88707, 1.39667, -0.89240], [-1.12465, 1.70388, 0.10480], [0.38007, 1.40240, 0.21542], [1.02489, 0.67107, -1.03017], [0.81941, -0.79155, -0.98950], [1.82350, -1.52154, -0.31424], [1.32167, -2.15355, 1.00115], [-2.89162, 1.69454, -0.87219], [-1.72151, 0.90948, -1.83217], [-1.52973, 2.35827, 0.84544], [0.43639, 0.68132, 1.06593], [0.91438, 2.29500, 0.62175], [2.17154, 0.96813, -1.21222], [0.60428, 1.03495, -2.02741], [0.60184, -1.15581, -1.89858], [2.67813, -0.83177, 0.00710], [2.21817, -2.37524, -0.96837], [2.07479, -2.80336, 1.39762], [1.08417, -1.35389, 1.75463], [0.51768, -2.82267, 0.81212], [-2.21714, -0.10189, 1.52208], [-2.59727, -0.86945, 1.89923], [-1.79041, -0.36711, 0.64966]],
  "forces_ev_per_angstrom": [[-1.13, -0.21, -1.76], [3.07, 0.95, -0.23], [-0.18, -0.81, 0.39], [0.93, 1.18, -1.42], [-0.64, 1.83, -0.37], [1.79, -1.31, 1.18], [0.53, 1.19, 0.07], [-1.43, 0.54, 0.34], [1.00, -0.55, -0.09], [-0.16, -0.08, 0.74], [0.18, 0.35, -0.48], [-0.22, -0.51, -0.83], [-2.11, -0.73, 0.95], [0.04, -0.26, 1.48], [0.11, 0.01, -0.17], [-0.78, -0.91, -0.84], [-0.26, 1.24, 0.77], [0.80, -0.17, 0.48], [-0.05, -0.94, -0.69], [-1.18, -0.17, -0.10], [1.12, 0.35, -1.68], [-0.49, -1.34, 0.56], [-0.92, 0.34, 1.70]]
}

=====

Record 4
{
  "formula": "C6H15NO",
  "method": "ωB97M-V with the def2-TZVPD basis set",
  "relative_energy_kj_mol": 158.7,
  "homo_ha": -0.3236,
  "orbital_gap_ha": 0.357,
  "smiles": "CC(C)CCNCO",
  "total_charge": 0,
  "species": ["C", "C", "C", "C", "C", "N", "C", "O", "H", "H", "H", "H", "H", "H", "H", "H", "H", "H", "H", "H", "H", "H", "H"],
  "coordinates": [[-0.96543, -0.21504, -2.35233], [-1.14000, -0.60427, -0.88678], [-2.35960, -1.51861, -0.73725], [0.15250, -1.10275, -0.26728], [1.24847, -0.02198, -0.14434], [1.69290, 0.15893, 1.22379], [0.84361, 0.99804, 1.98992], [0.52028, 2.23379, 1.28301], [-0.03226, 0.28549, -2.60515], [-0.94762, -1.13219, -2.95877], [-1.82765, 0.36270, -2.69604], [-1.37900, 0.31322, -0.37930], [-3.20690, -1.01229, -0.37625], [-2.69173, -2.09752, -1.60080], [-2.10689, -2.20636, 0.05217], [0.62408, -1.96422, -0.75187], [-0.12712, -1.49868, 0.71512], [0.91913, 0.92154, -0.58242], [2.07867, -0.38590, -0.73932], [2.68068, 0.20970, 1.38401], [1.27095, 1.26008, 2.95305], [-0.10959, 0.52674, 2.01300], [0.86319, 2.98701, 1.76111]],
  "forces_ev_per_angstrom": [[-0.15, -0.73, -0.61], [-0.04, 0.29, -1.41], [1.08, -0.80, 0.25], [-0.12, -0.40, 0.61], [-0.02, -0.66, -0.11], [-0.02, -0.22, 0.38], [0.48, 0.96, -1.22], [0.05, 0.02, 0.19], [-0.06, 0.38, 0.27], [-0.06, 0.07, 0.06], [0.20, 0.12, -0.06], [-0.04, 0.54, 0.54], [-1.15, 0.97, 0.32], [0.45, 0.11, -0.18], [-0.12, -0.68, 0.31], [-0.49, -0.04, -0.40], [0.32, 0.25, 0.19], [-0.03, 0.01, 0.01], [0.36, 0.24, 0.01], [0.11, 0.41, -0.15], [-0.10, -0.42, 0.19], [-0.85, -0.55, 0.71], [0.18, 0.13, 0.10]]
}

=====

Record 5
{
  "formula": "C6H15NO",
  "method": "ωB97M-V with the def2-TZVPD basis set",
  "relative_energy_kj_mol": 263.8,
  "homo_ha": -0.3194,
  "orbital_gap_ha": 0.355,
  "smiles": "C=CCCNCC.O",
  "total_charge": 0,
  "species": ["C", "C", "C", "C", "N", "C", "C", "H", "H", "H", "H", "H", "H", "H", "H", "H", "H", "H", "H", "H", "O", "H", "H"],
  "coordinates": [[0.71251, 1.18533, -2.78271], [-0.12560, 1.21398, -1.74078], [-1.08921, 0.17411, -1.34714], [-1.75701, 0.26936, 0.18107], [-0.76440, 0.33241, 1.24443], [-0.14516, -0.99916, 1.45075], [0.28421, -1.06075, 2.91589], [1.11849, 2.13664, -3.11444], [1.11495, 0.39200, -3.38418], [-0.14870, 2.20494, -1.25458], [-0.65896, -0.81399, -1.13163], [-1.85747, -0.04948, -2.07034], [-2.39620, -0.62022, 0.20771], [-2.32447, 1.22246, 0.20908], [-0.03978, 1.05093, 1.16133], [0.71602, -1.17121, 0.77045], [-0.88822, -1.78069, 1.28914], [1.19752, -0.44786, 3.13875], [-0.45825, -0.70193, 3.61579], [0.57011, -2.06309, 3.23736], [2.61034, -0.36211, -0.79060], [2.59989, 0.59329, -0.88515], [1.72940, -0.70496, -0.92021]],
  "forces_ev_per_angstrom": [[0.24, 1.01, 0.22], [0.36, 0.88, -0.90], [-0.57, -1.83, 3.47], [1.06, 2.42, -2.53], [-0.42, -1.63, -0.41], [0.45, 0.93, 0.95], [1.70, 0.02, 0.42], [0.32, 0.05, 0.37], [-0.67, -0.80, -0.04], [-0.53, -0.51, -0.09], [0.69, 0.04, -0.87], [-0.33, 0.40, -0.37], [0.08, 0.41, 0.63], [-0.15, -0.71, 0.08], [-0.59, -0.25, -0.33], [-0.40, -0.13, 0.47], [-0.09, 0.15, -0.20], [-0.69, -0.30, -0.48], [-0.51, 0.05, -0.20], [-0.07, -0.18, -0.17], [0.95, -0.32, 0.33], [-0.45, -0.08, -0.14], [-0.36, 0.34, -0.21]]
}

=====

Record 6
{
  "formula": "C6H15NO",
  "method": "ωB97M-V with the def2-TZVPD basis set",
  "relative_energy_kj_mol": 63.3,
  "homo_ha": -0.3541,
  "orbital_gap_ha": 0.385,
  "smiles": "CCC(N)=O.CCC",
  "total_charge": 0,
  "species": ["C", "C", "C", "N", "O", "H", "H", "H", "H", "H", "H", "H", "C", "C", "C", "H", "H", "H", "H", "H", "H", "H", "H"],
  "coordinates": [[0.23445, -0.62985, 3.02978], [0.24530, -0.47346, 1.50277], [0.98311, -1.56116, 0.80877], [2.31387, -1.50160, 0.49939], [0.36054, -2.56310, 0.49777], [1.10744, -0.15075, 3.48197], [0.34904, -1.66093, 3.37445], [-0.69582, -0.27036, 3.46121], [-0.75898, -0.59824, 1.11655], [0.63881, 0.51055, 1.26279], [2.77484, -2.31185, 0.12933], [2.82838, -0.64350, 0.65561], [0.14726, 0.44780, -1.62335], [-1.36208, 0.63226, -1.62388], [-1.72144, 2.02613, -2.16624], [0.58155, 1.13798, -0.90039], [0.38610, -0.59792, -1.42975], [0.65473, 0.67758, -2.56094], [-1.73797, 0.56012, -0.59661], [-1.91613, -0.15407, -2.13943], [-2.63962, 2.45021, -1.74563], [-1.80632, 1.95771, -3.24754], [-0.96709, 2.71645, -1.78663]],
  "forces_ev_per_angstrom": [[0.62, -0.54, 0.35], [0.19, 0.43, 0.60], [0.27, -1.62, -0.80], [-0.12, 1.45, 0.76], [-0.09, -0.30, 0.09], [-0.29, 0.38, -0.02], [-0.30, -0.16, -0.41], [0.12, 0.30, 0.05], [-0.13, 0.30, -0.03], [-0.11, 0.15, -0.16], [-0.11, -0.03, -0.10], [0.00, -0.45, -0.06], [-0.06, -0.49, -0.29], [-0.53, 0.63, 0.31], [-0.28, -0.33, 0.74], [0.14, -0.26, 0.21], [0.23, 0.15, 0.36], [-0.39, 0.13, -0.32], [0.24, -0.01, 0.02], [0.28, 0.00, -0.29], [-0.20, -0.43, -0.26], [0.26, 0.57, -0.08], [0.26, 0.15, -0.64]]
}